C18H45O12P3Tl | ωB97M-V/def2-TZVPD

XYZ file:
```
79
Properties=species:S:1:pos:R:3:forces:R:3:lowdin_charge:R:1
Tl -1.180923 0.341360 -0.677144 0.377 -1.149 0.675 1.108
C 2.139877 5.598590 -3.227634 -0.698 -1.470 1.143 0.015
C 1.040817 4.787780 -2.373464 1.246 1.935 -1.780 -0.163
O -0.014193 4.425160 -3.241384 -1.229 -0.243 0.751 -0.002
P -1.614243 4.185440 -2.683134 -2.158 1.328 -2.370 0.654
O -1.713223 2.970260 -1.859404 0.522 0.939 -0.380 -0.336
O -2.466773 4.199590 -4.132764 2.161 4.167 5.962 -0.138
C -2.590293 3.082360 -4.869644 0.485 -3.965 -3.358 -0.343
C -3.112403 3.461790 -6.262894 -0.024 0.431 0.405 -0.034
O -1.877293 5.640530 -2.004344 1.369 -2.091 -2.390 -0.137
C -1.943293 5.822350 -0.611444 -4.091 0.047 2.140 -0.206
C -3.539933 5.749020 -0.370594 0.605 -0.695 1.263 -0.023
H 2.833607 5.951220 -2.464414 0.046 0.268 -0.151 0.093
H 2.699807 4.969380 -3.919494 -0.211 -0.078 0.051 0.090
H 1.670447 6.417450 -3.772794 -0.073 -0.053 0.257 0.094
H 1.365477 3.847910 -1.926964 0.554 -0.455 -0.031 0.166
H 0.736987 5.429290 -1.546264 -0.605 -0.141 0.178 0.131
H -1.598643 2.656240 -5.021734 0.156 -0.510 0.148 0.121
H -3.243413 2.342470 -4.406914 0.016 0.018 0.190 0.131
H -2.404763 4.150130 -6.725014 -0.394 0.736 0.353 0.087
H -3.172813 2.733330 -7.071474 -0.115 -0.855 0.802 0.093
H -4.113323 3.839840 -6.054754 0.082 0.547 -0.703 0.090
H -1.613293 4.994260 0.015816 0.856 0.147 -0.433 0.121
H -1.726533 6.821010 -0.232254 1.036 -0.080 -0.842 0.139
H -4.124253 6.428800 -0.990734 0.207 -0.479 -0.283 0.097
H -3.778653 4.686000 -0.337514 -0.394 -0.115 -1.345 0.074
H -3.853033 5.908060 0.661296 0.665 0.946 0.314 0.088
C -0.358763 1.719880 5.731096 0.371 -0.947 1.941 -0.065
C -1.083153 1.667760 4.433506 -0.596 1.001 -0.259 -0.291
O -1.832543 0.477740 4.330506 0.476 -3.252 -1.841 -0.222
P -1.292173 -0.850250 3.497496 -1.710 -1.308 2.803 0.602
O -0.912733 -0.670770 2.066226 -0.649 0.376 0.839 -0.382
O -0.069213 -1.482990 4.412746 -2.501 1.217 -1.131 -0.185
C 1.271677 -1.123950 4.074496 0.618 0.646 1.964 -0.312
C 1.937077 -2.274710 3.454636 0.500 -0.528 -1.328 -0.076
O -2.624823 -1.836230 3.780566 2.693 1.955 -1.605 -0.194
C -2.946853 -2.517890 4.995976 1.237 -0.359 2.031 -0.257
C -3.542813 -1.553080 6.041106 -0.401 0.126 -1.019 -0.055
H -0.466503 0.706630 6.118166 0.266 -0.164 0.231 0.078
H 0.704597 1.935870 5.834536 -0.038 0.258 -0.740 0.085
H -0.874873 2.305300 6.492026 -0.021 0.297 -0.246 0.085
H -1.931193 2.348990 4.503066 0.581 0.827 -0.643 0.125
H -0.458523 1.780300 3.547346 -0.056 0.402 -0.053 0.110
H 1.368697 -0.138540 3.618806 -0.416 -0.282 -0.914 0.114
H 1.805257 -0.928420 5.004636 -0.356 -0.044 0.520 0.125
H 1.243647 -2.735470 2.751106 0.335 0.003 -0.385 0.081
H 2.820847 -1.875670 2.956816 0.125 -0.400 -0.308 0.088
H 2.255807 -3.054840 4.145926 -0.144 0.238 0.239 0.095
H -3.524303 -3.403460 4.730626 -0.508 0.503 -0.126 0.124
H -2.042473 -2.945010 5.429286 0.329 0.022 -0.189 0.105
H -3.773473 -1.885590 7.053196 -0.007 -0.842 -0.352 0.084
H -2.862873 -0.718500 6.212136 -0.059 0.048 -0.370 0.057
H -4.458283 -1.212580 5.557276 -0.133 0.521 0.444 0.080
C 4.045037 -4.390590 0.847856 1.659 0.233 -0.080 -0.062
C 2.889027 -4.901860 0.086436 1.180 -1.955 0.453 -0.317
O 1.958617 -3.876750 0.185296 -3.057 1.390 -2.129 -0.163
P 1.196567 -3.348760 -1.134904 0.389 0.645 -1.136 0.533
O 0.417427 -2.094640 -0.900134 0.320 -0.498 0.059 -0.402
O 2.400707 -3.057820 -2.240944 -2.700 -3.868 0.988 -0.222
C 3.074527 -1.882870 -2.504804 1.658 0.595 1.403 -0.275
C 4.609167 -2.175040 -2.838524 -1.936 0.529 -0.502 -0.029
O 0.308137 -4.594640 -1.669044 1.172 1.588 0.446 -0.185
C -0.267903 -4.775030 -3.011444 1.428 -1.334 -0.364 -0.208
C -0.036363 -6.264020 -3.340224 -0.320 0.380 -0.457 -0.066
H 4.777927 -5.186890 0.977766 0.097 0.111 0.273 0.095
H 4.524187 -3.596790 0.274796 0.164 0.080 -0.067 0.073
H 3.770657 -3.927650 1.795756 -0.154 -0.439 0.077 0.072
H 3.160137 -5.234470 -0.915544 -0.070 0.700 -0.386 0.125
H 2.568427 -5.845940 0.526926 -0.790 0.232 0.364 0.130
H 2.460297 -1.312600 -3.201674 0.658 0.149 -0.504 0.114
H 3.037377 -1.377630 -1.539694 0.394 0.888 -0.122 0.102
H 5.027987 -1.201920 -3.094894 0.339 -0.103 0.133 0.070
H 5.149247 -2.653350 -2.021434 -0.290 0.297 0.202 0.065
H 4.724267 -2.828720 -3.703134 -0.228 0.072 -0.078 0.074
H -1.323213 -4.511520 -3.082124 0.116 0.118 0.621 0.118
H 0.301037 -4.201590 -3.743264 -0.036 0.336 0.194 0.109
H -0.437573 -6.475660 -4.331354 -0.528 0.007 0.061 0.080
H 1.007197 -6.541930 -3.488024 0.181 0.359 0.579 0.079
H -0.500713 -6.915490 -2.599904 0.028 0.045 -0.098 0.083
```
Positions in Å, forces in eV/Å.

Electronic energy (a.u.): -2811.821037
Total charge: +2
HOMO-LUMO gap (alpha / beta) (eV): 8.83 / 2.43
HOMO level (alpha / beta) (hartree): -0.5331 / -0.5331
LUMO (alpha / beta) (eV): -5.676 / -12.072
Spin multiplicity: 2

---

C18H45O8PS | ωB97M-V/def2-TZVPD

XYZ file:
```
73
Properties=species:S:1:pos:R:3:forces:R:3:lowdin_charge:R:1
C -3.248793 -1.131012 -3.069350 -0.143 -0.370 0.100 -0.151
S -3.734011 0.563128 -3.142000 0.669 0.993 -0.078 0.442
O -2.857724 1.328888 -2.293353 -0.229 -0.130 0.211 -0.362
O -3.888088 0.978507 -4.506054 -0.389 -0.195 0.108 -0.329
P -5.715143 0.489991 -2.231876 0.385 -0.143 -0.380 1.021
C -7.008394 -0.679478 -3.234261 -1.097 -0.896 -0.952 -0.854
O -6.865507 -0.619532 -4.421181 0.311 0.220 -0.052 0.043
O -7.660412 -1.204112 -2.368416 -0.103 -0.030 0.519 0.006
H -4.063589 -1.763362 -2.706899 0.046 0.047 -0.062 0.063
H -2.412399 -1.177624 -2.374706 0.040 -0.089 -0.126 0.073
H -2.995636 -1.419043 -4.088269 0.091 -0.034 0.093 0.081
H -5.483401 -0.123765 -1.004556 0.142 0.358 0.364 -0.005
H -6.124592 1.809662 -2.044294 0.279 0.198 0.265 -0.009
C 0.486835 2.864889 -1.900522 0.149 -0.069 -0.063 -0.070
C 0.026106 2.013882 -0.733320 -0.055 0.133 0.097 -0.274
O 0.657354 0.744291 -0.647748 -0.068 -0.155 -0.022 -0.159
C 2.064791 0.758985 -0.502687 0.090 0.041 -0.027 -0.280
C 2.550083 1.482292 0.741306 -0.102 0.046 0.069 -0.070
H 0.331225 2.342008 -2.845502 -0.058 -0.008 0.006 0.080
H -0.075257 3.798189 -1.917255 -0.018 0.004 0.006 0.078
H 1.545860 3.118392 -1.829265 -0.019 0.071 0.043 0.066
H -1.033727 1.798055 -0.840023 -0.003 -0.060 -0.001 0.088
H 0.145647 2.565511 0.206933 0.068 0.008 -0.019 0.100
H 2.538920 1.171900 -1.401313 -0.006 0.060 0.028 0.110
H 2.359356 -0.290705 -0.451401 -0.053 -0.024 0.001 0.101
H 2.282441 2.540030 0.730840 0.066 0.018 -0.079 0.053
H 3.635514 1.411970 0.820925 0.005 -0.032 0.006 0.077
H 2.110710 1.035851 1.634249 0.043 -0.040 0.012 0.084
C 0.447941 6.153556 2.976837 -0.051 0.065 -0.075 -0.077
C 1.204066 5.435432 1.872203 0.064 -0.019 0.087 -0.286
O 0.816563 5.809581 0.563306 -0.045 -0.120 -0.084 -0.168
C 0.981863 7.174233 0.225897 -0.011 0.112 0.009 -0.281
C 2.414517 7.671122 0.318657 0.034 -0.101 0.027 -0.079
H -0.625332 5.990407 2.872641 -0.008 -0.014 0.012 0.082
H 0.765879 5.776971 3.949327 -0.005 -0.027 0.005 0.077
H 0.626299 7.229531 2.963838 0.048 -0.007 0.029 0.066
H 1.003904 4.364761 1.929478 -0.005 -0.007 -0.026 0.104
H 2.284979 5.561899 2.005850 -0.008 0.033 -0.004 0.110
H 0.320016 7.803743 0.832266 0.025 -0.011 0.031 0.107
H 0.633200 7.252546 -0.803789 -0.014 -0.027 -0.008 0.118
H 2.802736 7.619908 1.336548 -0.025 0.051 0.014 0.065
H 2.467989 8.710938 -0.004870 -0.007 0.005 -0.021 0.077
H 3.067082 7.074009 -0.319530 0.004 0.007 -0.013 0.081
C -0.785283 -5.608704 -1.267270 -0.083 -0.031 -0.078 -0.076
C -1.760320 -4.641622 -0.618774 0.077 -0.011 0.080 -0.281
O -2.987263 -4.497946 -1.313979 -0.042 0.172 -0.067 -0.176
C -3.761512 -5.676145 -1.469197 -0.026 -0.102 -0.034 -0.280
C -4.175887 -6.326152 -0.160961 0.054 0.084 0.061 -0.078
H -0.568116 -5.303879 -2.291640 0.020 0.009 -0.003 0.082
H 0.147748 -5.627149 -0.703575 0.015 0.026 0.001 0.075
H -1.175175 -6.626793 -1.296308 0.019 -0.010 0.054 0.067
H -1.325801 -3.641450 -0.602446 -0.023 0.017 -0.002 0.114
H -1.940896 -4.923725 0.424612 -0.015 -0.032 -0.016 0.108
H -3.237156 -6.397700 -2.105655 0.029 -0.002 0.030 0.108
H -4.648352 -5.359684 -2.017880 0.002 0.029 -0.010 0.118
H -3.317802 -6.668603 0.418540 0.003 -0.052 -0.033 0.066
H -4.807243 -7.191644 -0.362239 -0.020 0.003 -0.012 0.078
H -4.737261 -5.622239 0.454528 -0.019 -0.004 -0.001 0.082
C 5.084657 -3.053108 4.136194 0.051 0.040 -0.095 -0.079
C 3.848022 -2.249689 3.770551 -0.040 -0.061 0.084 -0.282
O 4.010582 -1.411010 2.641713 -0.001 0.137 -0.047 -0.164
C 4.345307 -2.060825 1.429520 0.000 -0.106 -0.070 -0.281
C 3.315170 -3.080688 0.971844 -0.048 0.010 0.072 -0.080
H 5.931202 -2.389636 4.316173 0.006 0.003 0.019 0.081
H 4.896630 -3.632476 5.040408 -0.006 0.016 0.023 0.077
H 5.368454 -3.752138 3.348509 -0.038 -0.039 0.020 0.065
H 3.596731 -1.573476 4.587649 -0.007 0.026 -0.014 0.118
H 2.987591 -2.915456 3.635924 0.020 -0.013 -0.027 0.107
H 5.338352 -2.518986 1.502368 -0.025 -0.047 0.005 0.109
H 4.419934 -1.269721 0.682724 0.009 0.081 0.072 0.106
H 3.207137 -3.902491 1.680569 0.051 -0.036 -0.027 0.065
H 3.612447 -3.505439 0.012394 0.001 0.018 -0.017 0.078
H 2.338232 -2.607855 0.857042 -0.001 0.008 -0.018 0.076
```
Positions in Å, forces in eV/Å.

Electronic energy (a.u.): -2054.135235
Total charge: 0
HOMO-LUMO gap (eV): 9.60
HOMO level (hartree): -0.3459
LUMO (eV): 0.189